21
Properties=species:S:1:pos:R:3:forces:R:3 method="wB97M-V/def2-TZVPD" smiles=CN[C@@H](C)CN.O total_energy_ev=-9401.60457 relative_energy_kj_mol=193.2 homo_ha=-0.3233
C 2.006497 1.443773 -1.452040 0.515 0.671 0.056
N 0.632630 1.644138 -0.999244 -0.115 -0.208 -0.176
C 0.038332 0.583577 -0.186708 -0.934 1.668 1.945
C -0.059510 -0.830510 -0.723072 -0.116 -0.400 -0.249
C 0.808293 0.573842 1.149403 1.075 -1.087 -0.065
N -0.100551 0.253955 2.265220 0.282 1.934 0.293
H 2.107400 0.448546 -1.922406 0.523 0.661 -0.370
H 2.291990 2.354511 -2.025880 -0.468 -1.067 -0.662
H 2.816092 1.570378 -0.702853 -0.925 -0.626 0.470
H 0.035505 1.722447 -1.811419 0.170 0.298 -0.241
H -0.981283 1.050427 0.200998 1.662 -1.305 -1.256
H -0.705691 -1.398036 -0.046064 0.299 -0.056 0.079
H 0.942708 -1.281141 -0.743727 -0.252 -0.038 0.091
H -0.493328 -0.991668 -1.714810 -0.037 0.500 0.003
H 1.713043 -0.100644 1.164384 -0.923 0.165 -0.370
H 1.305367 1.558073 1.211155 -0.772 -0.107 0.550
H 0.053662 1.014551 2.937779 -0.497 -0.883 0.028
H -0.030352 -0.636776 2.726340 0.536 -0.115 -0.133
O -3.054525 -2.936725 -0.150469 -0.521 -0.226 -0.366
H -2.175612 -3.299550 -0.073364 0.349 -0.012 0.137
H -3.102267 -2.175691 0.424622 0.148 0.233 0.235